Arrangement 1

The following is a quantum chemistry calculation of a structure of composition CH4N2OS, from the OMol25 dataset.

The calculation puts the LUMO energy at -0.50 eV. For the HOMO-LUMO gap, the calculation gives 8.29 eV. For the HOMO energy, the calculation gives -8.8 eV.

Geometry as ORCA input:
```
! wB97M-V def2-TZVPD RIJCOSX def2/J DEFGRID3
* xyz 0 1
C -0.064 0.909 -0.354
H -0.850 -1.885 0.263
H -2.049 0.549 0.617
H -0.651 1.914 -0.646
H 2.710 -0.102 1.240
N -0.926 -0.091 0.179
N 1.205 0.792 -0.476
O -1.189 -1.284 -0.566
S 1.813 -0.802 -0.256
*
```



Arrangement 2

The following is a quantum chemistry calculation of a cluster of 2 separate species, CH4N2OS in total, from the OMol25 dataset.

The calculation puts the LUMO energy (alpha / beta) at -0.10 / -0.30 eV. For the HOMO-LUMO gap (alpha / beta), the calculation gives 7.82 / 8.24 eV. For the HOMO energy (alpha / beta), the calculation gives -7.9 / -8.5 eV.

Geometry as ORCA input:
```
! wB97M-V def2-TZVPD RIJCOSX def2/J DEFGRID3
* xyz 0 1
C 0.381 0.909 2.170
N -0.736 0.563 1.697
N -0.141 -0.735 -2.356
O 0.235 -0.149 -1.251
S -1.399 0.149 0.360
H 1.272 1.000 1.561
H 0.447 1.130 3.226
H -0.331 -1.731 -2.270
H -0.825 -0.224 -2.914
*
```



Arrangement 3

The following is a quantum chemistry calculation of the molecule CH4N2OS, from the OMol25 dataset.

The calculation puts the LUMO energy at 0.37 eV. For the HOMO-LUMO gap, the calculation gives 10.20 eV. For the HOMO energy, the calculation gives -9.8 eV. Its structure (SMILES) is NC(=O)NS.

Geometry as ORCA input:
```
! wB97M-V def2-TZVPD RIJCOSX def2/J DEFGRID3
* xyz 0 1
N -1.504 -0.429 -0.036
C -0.430 0.498 -0.039
O -0.716 1.643 -0.021
N 0.670 -0.247 0.198
S 2.144 0.348 -0.227
H -2.202 0.094 -0.593
H -1.161 -1.206 -0.749
H 0.758 -1.325 0.384
H 2.442 0.625 1.084
*
```



Arrangement 4

The following is a quantum chemistry calculation of a structure of composition CH4N2OS, from the OMol25 dataset.

The calculation puts the LUMO energy (alpha / beta) at 0.09 / 0.09 eV. For the HOMO-LUMO gap (alpha / beta), the calculation gives 9.23 / 9.23 eV. For the HOMO energy (alpha / beta), the calculation gives -9.1 / -9.1 eV.

Geometry as ORCA input:
```
! wB97M-V def2-TZVPD RIJCOSX def2/J DEFGRID3
* xyz 0 1
C 0.178 -0.017 -0.140
N -1.018 1.548 -0.139
N -0.386 -1.264 -0.191
O 2.535 -0.609 0.281
S 1.605 0.549 0.224
H -0.803 2.177 0.613
H -1.758 0.967 0.136
H -0.678 -1.589 -1.113
H 0.326 -1.762 0.329
*
```



Which structure loses on stability? arrangement 1 does.



Arrangement 1

The following is a quantum chemistry calculation of a cluster of 2 separate species, C4H3NS2 in total, from the OMol25 dataset.

The calculation puts the LUMO energy at -1.57 eV. For the HOMO-LUMO gap, the calculation gives 7.80 eV. For the HOMO energy, the calculation gives -9.4 eV.

Geometry as ORCA input:
```
! wB97M-V def2-TZVPD RIJCOSX def2/J DEFGRID3
* xyz 0 1
C 1.147 0.883 0.276
C -0.294 0.283 -0.279
C -0.127 -1.332 -0.402
C -1.429 0.473 0.635
H 1.583 0.708 1.376
H -0.381 0.714 -1.294
H -1.088 -1.993 0.522
N -2.387 0.363 1.351
S 2.072 1.897 -0.568
S 0.905 -1.996 -1.617
*
```



Arrangement 2

The following is a quantum chemistry calculation of the molecule C4H3NS2, from the OMol25 dataset.

The calculation puts the LUMO energy at -1.67 eV. For the HOMO-LUMO gap, the calculation gives 7.51 eV. For the HOMO energy, the calculation gives -9.2 eV. Its structure (SMILES) is C#CC(=S)NC=S.

Geometry as ORCA input:
```
! wB97M-V def2-TZVPD RIJCOSX def2/J DEFGRID3
* xyz 0 1
C -1.169 2.010 -0.079
C -1.112 0.787 -0.088
C -1.034 -0.663 0.093
S -2.176 -1.796 -0.141
N 0.238 -0.954 0.254
C 1.473 -0.399 0.194
S 3.099 -0.866 -0.170
H -0.891 3.217 -0.334
H 0.278 -1.923 0.062
H 1.293 0.587 0.209
*
```



Which structure loses on stability? arrangement 1 does.



Arrangement 1

The following is a quantum chemistry calculation of the ion C3H8NO3 with charge +1, from the OMol25 dataset.

The calculation puts the LUMO energy at -3.49 eV. For the HOMO-LUMO gap, the calculation gives 11.65 eV. For the HOMO energy, the calculation gives -15.1 eV. Its structure (SMILES) is O=C(O)[NH2+]CCO.

Geometry as ORCA input:
```
! wB97M-V def2-TZVPD RIJCOSX def2/J DEFGRID3
* xyz 1 1
O -0.489 2.119 -0.921
C -0.369 1.993 0.209
O -0.074 2.723 1.229
N -0.691 0.527 0.788
C -0.892 -0.615 -0.141
C 0.439 -0.886 -0.921
O 1.445 0.025 -0.430
H -0.008 3.684 1.192
H -1.387 0.318 1.577
H 0.188 0.298 1.154
H -1.567 -0.319 -0.855
H -1.213 -1.523 0.436
H 0.770 -1.843 -0.666
H 0.301 -0.784 -1.939
H 2.058 0.189 -1.229
*
```



Arrangement 2

The following is a quantum chemistry calculation of a cluster of 2 separate species, C3H8NO3 in total, from the OMol25 dataset.

The calculation puts the LUMO energy at -5.89 eV. For the HOMO-LUMO gap, the calculation gives 9.61 eV. For the HOMO energy, the calculation gives -15.5 eV.

Geometry as ORCA input:
```
! wB97M-V def2-TZVPD RIJCOSX def2/J DEFGRID3
* xyz 1 1
C 1.627 -0.045 -0.147
C -0.756 -1.172 -0.241
C 0.320 -0.460 0.494
N -0.543 1.651 0.113
O 2.498 0.321 0.587
O -0.776 -0.749 -1.571
O 0.324 -0.482 1.774
H 1.694 -0.136 -1.236
H -1.723 -1.013 0.266
H -0.528 -2.249 -0.152
H -1.031 1.530 -0.766
H -1.171 1.904 0.863
H 0.193 2.341 0.006
H -1.296 -1.355 -2.114
H 1.166 -0.087 2.126
*
```



Which structure loses on stability? arrangement 2 does.



Arrangement 1

The following is a quantum chemistry calculation of the molecule C7H6, from the OMol25 dataset.

The calculation puts the LUMO energy at -0.15 eV. For the HOMO-LUMO gap, the calculation gives 8.90 eV. For the HOMO energy, the calculation gives -9.1 eV. Its structure (SMILES) is C#C/C=C1/CC1=C.

Geometry as ORCA input:
```
! wB97M-V def2-TZVPD RIJCOSX def2/J DEFGRID3
* xyz 0 1
C 1.905 -2.265 1.238
C 1.061 -1.799 0.460
C -0.147 -1.606 -0.310
C -0.526 -0.387 -0.623
C -1.450 0.724 -1.020
C -0.213 0.920 -0.228
C 0.405 1.812 0.523
H 2.047 -1.230 1.473
H -0.856 -2.388 -0.617
H -1.461 1.210 -2.130
H -2.364 0.617 -0.459
H 1.386 1.627 0.891
H 0.212 2.766 0.802
*
```



Arrangement 2

The following is a quantum chemistry calculation of the molecule C7H6, from the OMol25 dataset.

The calculation puts the LUMO energy at 0.40 eV. For the HOMO-LUMO gap, the calculation gives 9.83 eV. For the HOMO energy, the calculation gives -9.4 eV.

Geometry as ORCA input:
```
! wB97M-V def2-TZVPD RIJCOSX def2/J DEFGRID3
* xyz 0 1
C -0.850 -0.823 -1.600
C -1.647 0.168 -2.016
C -0.267 1.516 0.911
C -0.954 1.419 -0.184
C -0.052 -0.994 -0.292
C 0.749 0.728 1.572
C 0.487 0.368 0.082
H -0.930 -1.585 -2.263
H -0.501 -1.381 0.623
H 0.890 -1.572 -0.383
H 1.569 1.208 1.867
H 0.418 0.057 2.271
H 1.088 0.893 -0.589
*
```



Which structure loses on stability? arrangement 2 does.